Record 1
DFT (the ωB97M-V functional and the def2-TZVPD basis) results for C18H43Cl2DyIP2 as an isolated structure.

Calculated total energy = -95173.66768 eV
Kohn-Sham gap (alpha / beta) = 1.99 / 4.58 eV
<S²> = 9.65
E_LUMO (alpha / beta) = 2.3 / 2.3 eV

The geometry in ORCA input format:
```
! wB97M-V def2-TZVPD RIJCOSX def2/J DEFGRID3
* xyz -1 6
Dy -0.0952 -0.2914 -1.0472
I -0.7569 2.3525 -0.1948
Cl 2.0925 -0.6081 0.0525
Cl -1.8161 -1.8725 -0.2119
P 0.0286 -0.3616 -3.7449
P 0.2563 0.5257 3.9698
C 0.0355 1.3639 -4.4834
C 0.0336 1.3896 -6.0150
C 1.3428 -2.0101 3.7714
C -1.3680 0.2599 4.7492
C -2.5775 -0.7600 -4.7318
C 1.6115 -0.8024 6.0120
C 1.5050 -0.6617 4.4878
C -1.0823 2.2571 -3.9311
C 0.8973 2.1773 4.3657
C -1.1688 -2.8151 -4.3318
C -1.8133 -1.2116 4.7584
C 2.2747 -2.0521 -3.3216
C 0.5673 2.6367 5.7888
C 1.7097 -0.9921 -4.2791
C -2.4488 1.1214 4.0836
C -1.1616 -1.3456 -4.7706
C 1.7842 -1.5154 -5.7193
C 0.4765 3.2122 3.3289
H -1.4730 -2.9208 -3.2784
H 1.3812 -0.8132 -6.4547
H -0.9706 3.2599 -4.3710
H -1.0210 2.3850 -2.8355
H 1.9870 2.0313 4.2704
H -2.6560 0.1992 -5.2546
H 0.7072 2.9048 2.3042
H 2.0827 0.0827 6.4514
H -2.2404 2.1973 4.1495
H 1.2666 -2.4787 -5.8322
H 0.9994 1.0718 -6.4241
H 0.3934 -2.5033 4.0182
H 2.3156 -1.7261 -2.2711
H 2.2466 -1.6646 6.2633
H -1.8805 -1.6472 3.7473
H -0.5091 2.8139 5.9209
H -1.8989 -3.3672 -4.9426
H 0.0395 0.4055 2.5770
H -2.5873 0.8810 3.0184
H -3.2707 -1.4511 -5.2351
H -0.2032 -3.3153 -4.4632
H 2.1485 -2.6794 4.1011
H -1.2377 0.5902 5.7998
H -2.8152 -1.2542 5.2145
H 1.4191 -1.9019 2.6823
H 2.3324 -0.0837 -4.1976
H 2.8426 -1.6847 -5.9677
H -0.7816 -1.2784 -5.8019
H -2.9324 -0.6317 -3.6981
H 1.0295 4.1349 3.5310
H -0.7682 0.7711 -6.4448
H -2.0864 1.8782 -4.1649
H 1.0879 3.5817 5.9761
H 3.3142 -2.2629 -3.6204
H 0.6295 -0.9500 6.4883
H -1.1566 -1.8591 5.3561
H 2.4339 -0.2043 4.0962
H -0.1393 2.4222 -6.3508
H -3.3967 0.9238 4.6048
H -0.5912 3.4501 3.3774
H 1.0024 1.7565 -4.1160
H 0.9137 1.9408 6.5582
H 1.7160 -3.0002 -3.3674
*
```

***

Record 2
DFT (the ωB97M-V functional and the def2-TZVPD basis) results for C18H44AsF6O24S7 as an isolated structure.

Calculated total energy = -221506.42610 eV
Kohn-Sham gap = 11.07 eV
Relative energy (zero: lowest compared OMol25 entry of this formula, charge and spin) = 1.792 eV
E_LUMO = 1.5 eV

The geometry in ORCA input format:
```
! wB97M-V def2-TZVPD RIJCOSX def2/J DEFGRID3
* xyz -1 1
As -0.8579 -1.2929 0.8515
S 2.2359 0.5173 8.9064
S 3.4579 -0.3029 -7.9594
S -9.5516 -3.8419 -2.5685
S 10.0434 0.8831 1.7004
S 2.1693 6.3291 1.0914
S -3.4960 -5.7986 7.9218
S -3.8740 5.7572 -6.6120
F -0.2182 -1.7962 -0.8029
F -2.4477 -2.0588 0.6431
F -1.4348 -0.8215 2.4875
F -0.1843 -2.8000 1.6457
F -1.4486 0.2573 -0.0092
F 0.6680 -0.3736 1.1235
O 10.8235 2.0918 1.4445
O 1.1584 6.1715 2.3644
O -4.5080 -5.6616 6.6132
O 3.9324 0.4500 8.7857
O 8.8749 0.8908 2.6024
O -9.8925 -4.2282 -0.9592
O -3.0193 -7.2195 7.2315
O 4.7845 0.0421 -7.4719
O 3.1327 -1.1827 -9.0686
O 2.9157 7.5460 1.3749
O 1.3649 6.2073 -0.0998
O 1.6919 1.9042 9.0256
O -3.6730 6.2436 -5.0921
O -5.1945 5.9914 -7.1200
O 2.5604 1.1331 -8.2414
O -9.0069 -5.0808 -3.1977
O -4.2760 -5.9969 9.1510
O 9.6107 0.1679 0.2185
O 2.1081 0.1045 7.3182
O 1.7352 -0.5912 9.7122
O -2.6917 6.1049 -7.4646
O -10.6740 -3.1851 -3.1430
O -2.4139 -4.8445 7.9771
O -3.7629 4.1745 -6.1336
C -3.8589 -6.0408 5.4347
C 2.5371 -0.8551 -6.4940
C -8.2578 -2.6703 -2.2685
C -0.2692 4.5597 3.5967
C 3.1723 -0.6679 6.8368
C 8.2665 0.1060 -0.1881
C -2.6726 -6.9733 5.8764
C 4.3481 0.0195 7.5049
C -11.2593 -4.4060 -0.6324
C -11.6729 -5.8876 -0.9406
C 1.2892 2.1425 -9.8603
C -3.1101 4.0464 -4.9170
C -2.8092 5.4042 -4.3547
C 11.2976 -0.4205 2.2590
C 7.5563 -1.0226 0.4882
C 0.1911 5.1056 2.2406
C 3.2365 4.9101 1.1941
C 2.6556 1.6313 -9.5104
H -11.1879 -6.6551 -0.3374
H 0.4785 1.4193 -9.7705
H 1.5824 -1.0998 -6.9596
H 3.7386 4.8942 2.1615
H -1.6932 -6.5042 5.7821
H -7.4196 -3.2506 -1.8827
H -1.7652 5.6811 -4.5010
H 3.9260 5.1020 0.3720
H -2.2304 3.4032 -4.9390
H -2.9957 5.6660 -3.3132
H 2.8024 3.9447 0.9341
H 3.0410 -1.7696 -6.1810
H 1.2148 2.4982 -10.8879
H -3.4357 -5.1207 5.0317
H -0.4453 3.4840 3.5980
H 3.1069 -1.6904 7.2087
H 6.9954 -0.8295 1.4026
H 6.7585 -1.4768 -0.0995
H 11.1769 -0.8389 3.2582
H 12.3094 -0.0160 2.2858
H -12.7388 -6.0110 -0.7489
H -11.4506 -4.3853 0.4405
H -11.4950 -6.1164 -1.9913
H -4.6246 -6.4778 4.7939
H 8.3146 -0.0841 -1.2603
H -0.6762 5.4513 1.6781
H 5.1458 -0.7074 7.6573
H 4.7159 0.9132 7.0008
H 0.4969 4.9259 4.2800
H -1.1138 5.1769 3.9028
H -8.5576 -1.8943 -1.5642
H 11.2893 -1.2724 1.5791
H -3.8195 3.6086 -4.2147
H -11.8976 -3.6767 -1.1311
H -7.9838 -2.2685 -3.2440
H 2.5145 -0.0641 -5.7445
H 3.4809 2.3433 -9.5150
H 3.3063 -0.6018 5.7571
H -2.7730 -7.9993 5.5224
H 3.0835 0.9536 -10.2492
H 8.2183 -1.7847 0.8993
H 7.7499 1.0489 -0.0092
H 0.5294 4.2146 1.7116
H 1.0450 2.9942 -9.2254
*
```

***

Record 3
DFT (the ωB97M-V functional and the def2-TZVPD basis) results for C18H44BClLiNO9 as an isolated structure.

Calculated total energy = -52681.51226 eV
Kohn-Sham gap = 3.19 eV
E_LUMO = -2.3 eV

The geometry in ORCA input format:
```
! wB97M-V def2-TZVPD RIJCOSX def2/J DEFGRID3
* xyz 0 1
Cl -26.7664 6.6383 -4.0168
O -32.3184 0.7080 -2.4711
O -27.7555 7.2912 -3.2249
O -27.5325 5.8319 -4.9390
O -26.1342 7.6445 -4.8267
O -25.7751 5.8402 -3.2965
O -25.2484 7.1928 2.9458
O -18.7641 7.0417 -2.6886
O -28.2677 11.4913 -1.0411
O -29.7176 -0.3906 -1.8364
N -29.9755 1.2958 -3.9435
C -30.0901 -1.4152 -0.9100
C -17.5826 7.8014 -2.4024
C -27.9978 10.9892 0.2793
C -24.1478 6.6150 2.1539
C -29.6640 11.9268 -1.0866
C -19.7065 7.2269 -1.7170
C -30.3478 11.3371 0.1983
C -33.5430 0.6211 -1.7015
C -24.0843 6.0732 4.5277
C -32.5172 1.1132 -3.8019
C -29.2085 11.3740 1.1090
C -28.7260 0.3144 -3.8369
C -31.1519 0.7457 -4.6302
C -18.0658 8.9141 -1.5268
C -28.8686 -0.8354 -2.8588
C -24.9867 7.2825 4.3504
C -23.1842 6.1662 3.2956
C -19.5642 8.7079 -1.3887
B -28.7786 4.1908 -10.6554
Li -27.5462 10.9495 -4.2817
H -23.7290 7.3566 1.4738
H -31.1682 11.9585 0.5574
H -28.1532 0.1602 -4.7514
H -30.7498 10.3829 -0.1422
H -27.8605 -1.1488 -2.5873
H -24.6387 5.1368 4.4642
H -30.7962 -1.0446 -0.1669
H -29.7206 2.2134 -4.2799
H -28.5389 4.8012 -11.5122
H -33.3234 0.0417 -0.8047
H -28.2501 3.2501 -10.6557
H -30.5131 -2.2648 -1.4462
H -28.0745 1.0810 -3.4177
H -29.3661 10.7429 1.9836
H -20.7119 7.0291 -2.0887
H -33.3758 0.6623 -4.2993
H -19.8154 9.0229 -0.3759
H -29.8523 4.0837 -10.6449
H -30.0669 11.5475 -2.0257
H -30.9618 -0.3256 -4.6963
H -25.8840 7.1293 4.9500
H -33.9873 1.6022 -1.5340
H -24.4472 8.1541 4.7210
H -17.0888 8.2862 -3.2446
H -28.5214 4.7491 -9.7686
H -23.4783 6.0542 5.4335
H -31.1842 1.0914 -5.6634
H -16.8966 7.2457 -1.7631
H -19.4484 6.4491 -0.9983
H -24.6691 5.8058 1.6425
H -22.7619 5.1683 3.1773
H -34.2628 -0.0093 -2.2236
H -17.7730 9.8710 -1.9588
H -27.1839 11.6229 0.6315
H -17.3915 8.8416 -0.6735
H -30.2327 1.4271 -2.9757
H -22.3717 6.8763 3.4500
H -29.2182 -1.8511 -0.4223
H -29.3587 -1.6865 -3.3316
H -32.5879 2.1990 -3.8678
H -29.1224 12.3794 1.5212
H -29.6456 13.0149 -1.1481
H -20.0571 9.3202 -2.1438
H -27.6752 9.9582 0.1347
*
```

***

Record 4
DFT (the ωB97M-V functional and the def2-TZVPD basis) results for a 10-piece molecular cluster, C18H44Cl6N6O12 overall.

Calculated total energy = -128005.69472 eV
Kohn-Sham gap = 10.59 eV
Structure (SMILES) = C[N+](=O)[O-].C[N+](=O)[O-].C[N+](=O)[O-].C[N+](=O)[O-].C[N+](=O)[O-].C[N+](=O)[O-].CCCCCC.ClCCCl.ClCCCl.ClCCCl
E_LUMO = -0.1 eV

The geometry in ORCA input format:
```
! wB97M-V def2-TZVPD RIJCOSX def2/J DEFGRID3
* xyz 0 1
Cl -25.7405 20.8804 -8.1616
Cl -25.6014 22.9446 -10.9384
Cl -16.0845 19.4700 3.6403
Cl -20.5332 26.8695 -2.1337
Cl -18.7477 19.7477 1.7465
Cl -23.5914 26.4394 -3.5298
O -18.6157 21.0861 -13.9682
O -27.5486 18.6111 -0.2702
O -13.4818 19.5911 -3.8270
O -13.3230 19.3068 -5.9631
O -18.2522 11.8922 -4.6686
O -11.9829 15.7848 -9.3061
O -18.8499 21.2030 -5.8167
O -17.5331 20.3913 -15.6981
O -12.3291 14.4411 -11.0064
O -20.4771 19.7834 -5.2949
O -28.0881 20.2911 -1.4967
O -18.3715 14.0332 -5.0702
N -12.5528 15.4618 -10.3596
N -19.5972 20.2875 -6.0773
N -12.8668 19.2064 -4.8323
N -18.6088 13.0335 -4.4253
N -27.3176 19.3988 -1.1782
N -18.4860 20.8874 -15.1928
C -26.3450 22.5759 -8.3113
C -21.7336 25.6230 -1.6914
C -13.7902 16.1947 -10.7165
C -23.2200 26.0406 -1.8606
C -26.0091 19.2829 -1.8626
C -21.7459 12.2448 -10.6532
C -11.4162 19.0562 -4.5513
C -19.5830 21.4393 -16.0437
C -19.6223 13.2557 -3.3757
C -15.9559 19.7346 1.8551
C -20.4941 12.8303 -11.4280
C -19.5027 19.7755 -7.4806
C -20.8433 13.9908 -12.3509
C -24.4497 13.7096 -8.0452
C -17.1981 19.1435 1.1115
C -23.5102 12.7773 -8.8527
C -25.4038 23.3238 -9.2369
C -22.3196 13.3515 -9.6907
H -26.3646 23.0497 -7.3299
H -13.9668 15.7466 -11.6944
H -11.2623 17.9910 -4.7233
H -25.3383 19.4229 -1.0150
H -23.4689 26.9622 -1.3344
H -21.4742 24.7376 -2.2718
H -25.9060 20.1131 -2.5614
H -17.2294 19.4786 0.0748
H -22.6843 14.1768 -10.3022
H -21.3512 13.4688 -13.1618
H -18.5761 19.2038 -7.5308
H -27.3356 22.4216 -8.7390
H -24.0333 12.0328 -9.4528
H -19.5957 12.3091 -2.8358
H -20.5070 21.5939 -15.4865
H -21.3204 11.4613 -10.0261
H -22.4648 11.7555 -11.3104
H -19.7392 13.2953 -10.7938
H -20.3714 19.1183 -7.5209
H -23.8788 25.1871 -1.7005
H -20.0564 12.0613 -12.0646
H -19.5802 20.6452 -8.1331
H -17.2300 18.0614 0.9848
H -25.5851 24.3842 -9.0615
H -21.5812 13.6574 -8.9496
H -15.8099 20.7978 1.6644
H -23.1608 12.1224 -8.0545
H -14.5210 16.0052 -9.9303
H -25.1476 14.2624 -8.6741
H -25.0981 13.1948 -7.3363
H -21.5616 25.3960 -0.6393
H -23.8538 14.4727 -7.5445
H -13.6015 17.2638 -10.8133
H -11.1511 19.3713 -3.5421
H -19.3053 22.3483 -16.5771
H -19.3482 14.0946 -2.7361
H -25.8210 18.2996 -2.2938
H -24.3424 23.3019 -8.9898
H -21.3002 14.8765 -11.9094
H -19.8988 20.7523 -16.8288
H -10.8403 19.6326 -5.2754
H -20.6051 13.4246 -3.8158
H -19.8991 14.3400 -12.7687
H -15.0808 19.1107 1.6732
*
```

***

Record 5
DFT (the ωB97M-V functional and the def2-TZVPD basis) results for C18H44CuN4O8P2 as an isolated structure.

Calculated total energy = -104930.81885 eV
Kohn-Sham gap (alpha / beta) = 9.24 / 8.77 eV
<S²> = 0.75
E_LUMO (alpha / beta) = -5.1 / -5.7 eV

The geometry in ORCA input format:
```
! wB97M-V def2-TZVPD RIJCOSX def2/J DEFGRID3
* xyz 2 2
Cu -0.5327 0.8485 1.4290
P -0.8834 -0.7193 -1.3413
P 1.7529 0.3848 -0.5213
O -2.2445 1.4252 1.7193
O -1.1682 -0.6458 0.1249
O -1.3890 -2.0041 -2.0549
O 3.2812 0.0952 -0.4742
O 1.4671 1.7018 -1.3094
O 1.2765 0.3884 0.9118
O -3.5534 2.6900 3.0728
O -1.4125 0.5416 -2.0808
N -0.0767 2.5027 2.7532
N -0.6834 -0.6102 3.3363
N -1.3181 2.6880 3.3969
N -0.8610 -3.3399 4.2562
C 4.4031 -1.3290 -2.0923
C 0.9136 -0.8054 -1.5703
C 5.4196 0.8266 -1.2695
C 0.3574 -2.5053 4.5792
C -2.5262 -2.8895 -1.6777
C -0.5040 1.8980 -3.8776
C 2.4782 3.8435 -1.7666
C -3.7257 -2.1163 -1.1673
C 0.5164 -1.4384 3.5054
C -2.1038 -2.4812 4.1764
C -2.4871 2.2837 2.6994
C -1.8933 -1.4185 3.1147
C -2.7875 0.8614 -4.0453
C 1.6548 3.0742 -0.7656
C -1.3691 0.7044 -3.5657
C 0.2793 3.6679 -0.5548
C -2.0126 -3.9224 -0.6993
C 4.1614 0.1009 -1.6715
H 2.6557 4.8558 -1.3974
H 3.4435 3.3678 -1.9398
H -2.7813 1.0581 -5.1182
H 1.1985 -0.6275 -2.6108
H -4.1284 -1.4502 -1.9256
H -1.4337 3.5447 3.9118
H -1.8180 -1.8780 2.1254
H 5.0855 -1.3450 -2.9429
H -0.3621 3.0365 0.0615
H -0.4097 1.9906 -4.9605
H -1.7426 -3.4381 0.2441
H -4.5102 -2.8245 -0.8998
H 1.2239 -1.8096 -1.2737
H 0.6284 2.2855 3.4442
H 3.6508 0.6533 -2.4647
H -3.2671 1.7030 -3.5382
H 6.0878 0.8970 -2.1288
H -3.3747 -0.0382 -3.8709
H -2.2428 -2.0489 5.1638
H -2.7952 -4.6576 -0.5052
H -2.7657 -3.3716 -2.6181
H -0.9327 -0.2006 -3.9925
H 1.2204 -3.1653 4.6374
H 0.7380 -1.9138 2.5426
H 2.1953 2.9869 0.1761
H 0.3681 4.6494 -0.0827
H 0.1777 -2.0673 5.5573
H -0.9676 2.8117 -3.4945
H -0.9799 -4.0852 4.9367
H 4.8613 -1.8876 -1.2730
H 5.9313 0.2797 -0.4743
H -2.9499 -3.1258 3.9484
H 0.2193 3.3273 2.2431
H -2.7634 -0.7640 3.0886
H 3.4817 -1.8348 -2.3921
H -0.2229 3.7999 -1.5144
H 1.3771 -0.8181 3.7495
H -0.7205 -3.7889 3.3537
H -3.4797 -1.5279 -0.2795
H 0.4944 1.8017 -3.4478
H -0.8271 0.0143 4.1253
H 1.9443 3.9112 -2.7172
H -1.1434 -4.4436 -1.1027
H 5.2062 1.8359 -0.9146
*
```

***

Record 6
DFT (the ωB97M-V functional and the def2-TZVPD basis) results for C18H44O16S7Sr2 as an isolated structure.

Calculated total energy = -129629.43228 eV
Kohn-Sham gap = 2.80 eV
E_LUMO = -7.7 eV

The geometry in ORCA input format:
```
! wB97M-V def2-TZVPD RIJCOSX def2/J DEFGRID3
* xyz 2 1
Sr 27.8111 -15.3792 25.1426
Sr 27.3785 -9.6867 16.3514
S 29.9774 -19.4286 20.6295
S 27.7195 -12.6118 20.6676
S 31.1518 -14.3436 12.0809
S 22.1489 -19.5881 25.1888
S 22.2831 -13.6285 14.7350
S 22.0261 -7.2154 19.5530
S 33.2083 -8.1885 18.6986
O 27.1354 -11.2901 20.4687
O 26.7618 -13.5640 21.2197
O 27.2987 -4.9378 26.4614
O 31.9939 -8.4700 17.8373
O 19.3396 -11.9614 23.3335
O 28.7446 -12.5493 21.6944
O 23.0496 -12.3167 14.5815
O 29.1188 -18.8763 21.7523
O 23.4404 -18.7844 25.4708
O 18.5321 -12.4113 25.3105
O 29.0295 -6.1829 26.0329
O 22.7021 -7.0974 18.1486
O 29.2161 -4.0571 25.4662
O 28.1357 -12.9947 19.2952
O 30.1149 -13.5498 12.8849
O 17.1079 -11.8269 23.5220
C 20.4348 -12.6393 24.0097
C 22.5346 -21.4168 25.4768
C 22.5486 -14.3277 16.3735
C 30.4187 -16.0472 11.8654
C 20.4709 -13.3818 15.0755
C 20.4525 -6.2175 19.4093
C 29.0177 -19.1165 19.0073
C 22.3200 -19.8390 23.3384
C 22.8853 -5.9653 20.5759
C 31.4223 -18.3065 20.3426
C 28.5672 -4.9621 26.0102
C 26.9123 -6.2098 26.8826
C 32.3972 -7.6659 20.2827
C 32.4697 -14.6638 13.3760
C 33.8473 -9.7698 19.4264
C 19.9412 -12.4411 25.4496
C 18.2042 -12.0007 24.0446
C 28.0520 -7.1417 26.3764
H 31.1545 -16.4872 11.1924
H 33.1879 -7.5464 21.0235
H 34.6969 -10.0970 18.8271
H 20.1740 -14.3373 15.5080
H 19.9371 -6.6354 18.5445
H 23.4650 -21.7276 25.0017
H 31.9686 -18.3700 21.2837
H 27.9707 -19.3687 19.1754
H 21.4299 -12.2165 23.8711
H 20.3767 -13.2267 26.0670
H 20.4924 -13.6781 23.6846
H 31.7561 -6.7857 20.3287
H 22.3670 -18.8926 22.7997
H 31.7661 -8.4820 20.6347
H 32.0445 -18.6240 19.5058
H 34.0721 -9.6390 20.4849
H 29.4803 -16.0788 11.3118
H 30.3309 -16.5851 12.8094
H 27.5216 -7.5129 25.4994
H 29.3935 -19.7025 18.1686
H 23.2754 -20.3484 23.2123
H 31.0143 -17.3094 20.1767
H 22.7480 -4.9925 20.1038
H 26.7182 -6.2885 27.9523
H 31.9491 -15.0952 14.2309
H 33.1128 -10.5747 19.3976
H 20.6466 -5.1540 19.2699
H 22.3904 -5.8747 21.5429
H 23.5973 -14.6187 16.4340
H 21.9795 -15.1891 16.7232
H 23.9236 -6.2392 20.7631
H 28.3876 -7.9038 27.0797
H 20.2691 -11.4479 25.7566
H 22.3509 -13.4779 17.0269
H 25.9858 -6.4208 26.3486
H 19.9182 -13.2432 14.1463
H 21.7645 -22.0975 25.1137
H 19.9014 -6.4102 20.3298
H 20.2822 -12.5152 15.7091
H 32.7259 -13.6576 13.7075
H 21.5648 -20.5237 22.9525
H 33.2568 -15.3714 13.1155
H 29.0998 -18.0621 18.7436
H 22.6719 -21.5946 26.5434
*
```